This record from the OMol25 dataset describes a 2-piece molecular cluster, C2H6BrO2P overall. The level of theory is ωB97M-V/def2-TZVPD.

Results
Frontier orbital gap (spin up / spin down): 10.14 / 4.00 eV
HOMO energy (spin up / spin down): -10.9467 / -8.0540 eV
Maximum force: 3.127 eV/Å
Energy relative to the best compared isomer or geometry (same formula, charge and spin): 89.0 kcal per mole
Total energy: -85595.184 eV

Positions of all 12 atoms, in Å:
C1 -0.334 -1.593 -0.594
C2 0.201 1.440 0.359
O1 -2.609 1.252 0.819
O2 -1.359 -0.820 -0.039
P1 -1.521 0.810 -0.042
Br1 4.540 -0.222 0.433
H1 -0.761 -2.031 -1.506
H2 0.029 -2.262 0.102
H3 0.360 -0.896 -0.861
H4 0.680 0.729 -0.196
H5 0.563 2.416 0.166
H6 0.211 1.178 1.360

This record from the OMol25 dataset describes a 5-piece molecular cluster, C42H54F6O12 overall. The level of theory is ωB97M-V/def2-TZVPD.

Results
Frontier orbital gap: 7.44 eV
HOMO energy: -9.0303 eV
SMILES string: CCOCCOCCOCc1cccc2c1C(=O)c1ccc(C(=O)C(F)(F)C(F)(F)C(F)(F)C(=O)O)cc1C2=O.C1CCOC1.C1CCOC1.C1CCOC1.C1CCOC1
Maximum force: 5.042 eV/Å
Total energy: -85288.902 eV

Positions of all 114 atoms, in Å:
C1 8.537 -6.538 0.754
C2 9.546 -5.312 0.400
O1 8.882 -4.190 -0.230
C3 9.198 -2.930 0.401
C4 9.388 -1.726 -0.679
O2 8.119 -1.169 -1.082
C5 8.024 -0.947 -2.504
C6 6.576 -1.433 -3.073
O3 5.463 -0.899 -2.318
C7 4.336 -1.845 -2.296
C8 4.361 -2.540 -0.858
C9 5.663 -3.232 -0.305
C10 5.735 -3.881 1.120
C11 4.486 -3.910 2.056
C12 3.177 -3.277 1.515
C13 3.122 -2.588 0.095
C14 1.685 -1.974 -0.318
O4 1.531 -0.865 -0.880
C15 0.431 -2.904 0.106
C16 -0.786 -3.172 -0.810
C17 -1.921 -4.118 -0.319
C18 -1.895 -4.804 1.070
C19 -3.009 -5.759 1.657
O5 -3.109 -5.838 2.918
C20 -4.069 -6.615 0.808
F1 -5.248 -6.713 1.632
F2 -4.513 -5.962 -0.391
C21 -3.572 -8.123 0.575
F3 -4.729 -8.888 0.207
F4 -3.171 -8.618 1.857
C22 -2.457 -8.306 -0.567
F5 -3.075 -9.094 -1.606
F6 -2.008 -7.097 -1.156
C23 -1.152 -9.129 -0.115
O6 -1.146 -10.202 0.509
O7 0.127 -8.593 -0.514
C24 -0.656 -4.537 2.012
C25 0.487 -3.602 1.523
C26 1.818 -3.301 2.388
O8 1.799 -3.087 3.629
H1 8.058 -6.313 1.768
H2 7.701 -6.668 -0.010
H3 9.155 -7.505 0.897
H4 10.270 -5.748 -0.395
H5 10.117 -5.063 1.355
H6 10.163 -2.940 1.026
H7 8.359 -2.566 1.113
H8 9.984 -0.907 -0.126
H9 10.019 -2.168 -1.521
H10 8.797 -1.495 -3.139
H11 8.079 0.177 -2.713
H12 6.517 -2.591 -3.076
H13 6.547 -1.060 -4.168
H14 3.398 -1.191 -2.470
H15 4.366 -2.586 -3.165
H16 6.558 -3.234 -1.005
H17 6.748 -4.325 1.433
H18 4.579 -4.409 3.081
H19 -0.851 -2.684 -1.837
H20 -2.792 -4.316 -1.023
H21 0.402 -7.882 0.113
H22 -0.563 -5.036 3.047
C27 -3.635 1.394 -1.255
C28 -2.220 1.917 -1.364
C29 -1.411 0.754 -0.826
O9 -2.141 -0.442 -1.143
C30 -3.455 -0.075 -1.585
H23 -4.342 1.896 -1.918
H24 -3.992 1.505 -0.225
H25 -1.970 2.091 -2.416
H26 -2.049 2.844 -0.815
H27 -1.312 0.808 0.263
H28 -0.412 0.700 -1.263
H29 -3.505 -0.247 -2.666
H30 -4.199 -0.709 -1.096
C31 -1.808 7.112 1.289
C32 -1.271 7.443 -0.085
C33 -0.628 6.133 -0.498
O10 -1.376 5.087 0.137
C34 -2.247 5.672 1.117
H31 -2.618 7.768 1.614
H32 -1.001 7.171 2.028
H33 -2.099 7.681 -0.758
H34 -0.572 8.282 -0.093
H35 0.406 6.068 -0.144
H36 -0.636 5.985 -1.581
H37 -3.271 5.613 0.732
H38 -2.191 5.102 2.046
C35 -5.757 9.397 -2.743
C36 -6.124 7.932 -2.661
C37 -4.876 7.328 -2.050
O11 -4.294 8.336 -1.211
C38 -4.939 9.588 -1.481
H39 -6.619 10.064 -2.797
H40 -5.131 9.574 -3.624
H41 -6.974 7.801 -1.982
H42 -6.385 7.489 -3.623
H43 -4.141 7.068 -2.820
H44 -5.089 6.435 -1.457
H45 -5.581 9.825 -0.625
H46 -4.188 10.375 -1.582
C39 -6.373 3.596 3.193
C40 -6.909 4.949 3.603
C41 -5.636 5.709 3.921
O12 -4.610 5.175 3.074
C42 -5.096 3.970 2.466
H47 -7.062 3.019 2.574
H48 -6.136 3.005 4.084
H49 -7.421 5.417 2.756
H50 -7.604 4.911 4.444
H51 -5.328 5.552 4.961
H52 -5.734 6.783 3.747
H53 -5.290 4.183 1.409
H54 -4.333 3.192 2.530

This record from the OMol25 dataset describes C21H38IrNO3P2 as an isolated structure. The level of theory is ωB97M-V/def2-TZVPD.

Results
Frontier orbital gap (spin up / spin down): 5.46 / 5.98 eV
Total charge: +1
2S+1: 6
HOMO energy (spin up / spin down): -7.3330 / -11.8064 eV
<S²>: 8.789
Maximum force: 3.304 eV/Å
Energy relative to the best compared isomer or geometry (same formula, charge and spin): 3.3 kcal per mole
Total energy: -51431.098 eV

Positions of all 66 atoms, in Å:
C1 -1.085 2.951 -3.346
C2 -1.131 1.869 -2.456
N1 -0.033 1.520 -1.712
C3 1.139 2.152 -1.932
C4 1.215 3.213 -2.836
C5 0.098 3.634 -3.543
C6 -2.298 1.008 -2.441
P1 -2.381 -0.055 -0.955
Ir1 -0.307 -0.230 -0.463
P2 2.652 0.332 -0.212
C7 2.451 1.836 -1.223
C8 -0.496 -1.887 0.737
C9 -1.224 -1.793 1.918
C10 -1.083 -2.796 2.885
C11 -0.268 -3.906 2.638
C12 0.359 -4.043 1.396
C13 0.232 -3.038 0.430
O1 -1.896 -0.509 -4.467
O2 0.587 -0.764 -3.954
H1 -1.994 3.189 -3.886
H2 2.186 3.682 -2.976
H3 0.159 4.463 -4.239
C14 -3.309 0.781 0.364
C15 -3.372 -1.483 -1.432
H4 3.260 1.801 -1.974
H5 2.695 2.682 -0.553
H6 -2.177 0.153 -3.658
H7 -3.239 1.488 -2.734
C16 3.980 0.514 0.979
C17 3.020 -1.038 -1.314
H8 -1.872 -0.933 2.081
H9 -1.613 -2.706 3.836
H10 -0.146 -4.673 3.407
H11 0.959 -4.929 1.179
H12 0.700 -3.136 -0.548
H13 -0.447 -1.049 -2.007
H14 0.929 -1.597 -4.315
H15 -0.395 -0.673 -4.293
H16 -2.220 -0.116 -5.292
H17 0.376 -1.346 -1.551
H18 -4.255 1.164 -0.040
H19 -3.517 0.064 1.168
H20 -2.711 1.609 0.765
H21 -4.426 -1.188 -1.506
H22 -3.017 -1.859 -2.399
H23 -3.260 -2.253 -0.660
H24 4.093 -1.003 -1.557
H25 2.789 -1.980 -0.796
H26 2.421 -0.952 -2.234
H27 4.945 0.620 0.465
H28 3.810 1.397 1.612
H29 4.011 -0.386 1.609
C18 -0.945 0.491 4.705
C19 0.273 0.756 3.927
C20 0.436 2.033 3.221
C21 1.371 -0.218 3.935
O3 1.352 0.185 0.621
H30 -0.776 0.617 5.790
H31 -1.304 -0.539 4.554
H32 -1.748 1.181 4.411
H33 0.860 2.820 3.875
H34 1.104 1.925 2.354
H35 -0.534 2.410 2.862
H36 1.295 -0.909 4.787
H37 2.353 0.279 3.974
H38 1.369 -0.834 3.019

This record from the OMol25 dataset describes C29H55Cl2DyN9OPSi2 as an isolated structure. The level of theory is ωB97M-V/def2-TZVPD.

Results
Frontier orbital gap (spin up / spin down): 5.42 / 5.34 eV
2S+1: 6
HOMO energy (spin up / spin down): -7.5940 / -7.5212 eV
<S²>: 9.328
Maximum force: 4.694 eV/Å
Total energy: -120594.989 eV

Positions of all 100 atoms, in Å:
Dy1 -1.724 -1.934 -0.558
N1 -1.008 -2.433 -4.085
C1 -2.264 -1.978 -3.800
N2 -3.264 -1.832 -4.661
N3 -4.344 -1.484 -3.893
N4 -3.997 -1.279 -2.667
N5 -2.666 -1.588 -2.538
C2 0.041 -2.663 -3.206
N6 1.237 -2.986 -3.636
N7 1.943 -3.276 -2.541
N8 1.168 -3.161 -1.445
N9 -0.080 -2.708 -1.842
H1 -0.773 -2.471 -5.062
C3 -5.699 -0.442 -0.119
Si1 -5.487 -2.216 0.404
C4 -6.001 -2.010 2.231
C5 -6.859 -3.226 -0.419
C6 -3.836 -3.101 0.313
Si2 -3.102 -4.112 1.693
C7 -1.445 -4.786 1.115
C8 -4.351 -5.458 2.150
C9 -2.756 -3.068 3.220
H2 -5.226 0.261 0.582
H3 -6.756 -0.176 -0.134
H4 -5.297 -0.290 -1.114
H5 -6.958 -1.459 2.232
H6 -5.353 -1.400 2.804
H7 -6.180 -2.980 2.707
H8 -7.786 -2.736 -0.169
H9 -6.899 -4.259 -0.039
H10 -6.738 -3.235 -1.521
H11 -3.926 -3.736 -0.592
H12 -1.603 -5.837 0.832
H13 -0.753 -4.776 1.948
H14 -1.000 -4.193 0.304
H15 -4.493 -6.289 1.436
H16 -5.318 -5.085 2.560
H17 -3.870 -6.001 3.030
H18 -2.030 -2.311 2.936
H19 -2.411 -3.607 4.123
H20 -3.700 -2.576 3.533
C10 6.623 -0.686 -0.848
C11 5.670 0.341 -1.606
C12 4.655 -0.468 -2.399
P1 4.769 1.461 -0.344
C13 4.240 2.715 -1.585
C14 4.354 4.135 -1.063
C15 2.797 2.365 -2.026
C16 6.234 2.331 0.504
C17 7.441 2.553 -0.374
C18 6.676 1.520 1.717
H21 7.079 -1.312 -1.625
H22 5.971 -1.290 -0.185
H23 7.336 -0.214 -0.138
H24 6.294 0.999 -2.254
H25 3.787 -0.586 -1.728
H26 4.936 -1.503 -2.639
H27 4.329 0.059 -3.316
H28 4.929 2.588 -2.424
H29 3.935 4.232 -0.064
H30 3.821 4.793 -1.779
H31 5.355 4.509 -0.931
H32 2.507 1.362 -1.606
H33 2.822 2.234 -3.127
H34 2.107 3.113 -1.692
H35 5.750 3.250 0.830
H36 8.096 1.718 -0.525
H37 8.067 3.348 0.135
H38 7.192 3.030 -1.313
H39 7.497 0.774 1.432
H40 5.843 0.922 2.113
H41 7.087 2.192 2.458
C19 -1.678 6.559 0.547
C20 -1.582 5.076 0.691
C21 -1.550 4.259 -0.511
C22 -1.521 2.891 -0.515
C23 -1.369 2.194 -1.841
C24 -1.491 2.222 0.759
C25 -1.604 0.833 0.844
O1 -1.787 0.104 -0.222
C26 -1.345 2.974 1.969
C27 -0.868 2.330 3.261
C28 -1.483 4.372 1.880
H42 -1.872 7.071 1.497
H43 -2.458 6.836 -0.174
H44 -0.822 6.900 -0.038
H45 -1.598 4.850 -1.453
H46 -2.273 1.673 -2.192
H47 -0.482 1.537 -1.795
H48 -1.104 2.939 -2.621
H49 -1.456 0.356 1.806
H50 -1.679 1.897 3.830
H51 -0.317 3.098 3.836
H52 -0.156 1.510 3.011
H53 -1.348 4.886 2.843
Cl1 1.986 -0.517 3.554
C29 1.055 -1.904 3.064
Cl2 0.205 -1.744 1.443
H54 0.201 -2.086 3.764
H55 1.758 -2.704 3.056

This record from the OMol25 dataset describes a 2-piece molecular cluster, C20H16Cl3N3O2 overall. The level of theory is ωB97M-V/def2-TZVPD.

Results
Frontier orbital gap: 6.92 eV
HOMO energy: -7.7124 eV
Maximum force: 3.069 eV/Å
Energy relative to the best compared isomer or geometry (same formula, charge and spin): 103.4 kcal per mole
Total energy: -67128.940 eV

Positions of all 44 atoms, in Å:
C1 1.271 4.297 3.931
O1 1.353 3.903 2.550
C2 0.213 3.538 1.900
C3 0.426 2.996 0.612
C4 -0.653 2.522 -0.106
C5 -1.933 2.540 0.468
N1 -2.917 1.791 -0.168
C6 -2.655 0.921 -1.207
N2 -3.904 0.638 -1.682
C7 -4.193 -0.085 -2.892
C8 -4.912 1.119 -0.845
C9 -4.296 1.849 0.113
C10 -2.174 3.146 1.703
C11 -1.097 3.631 2.454
H1 2.275 4.665 4.132
H2 0.529 5.092 4.085
H3 1.042 3.432 4.569
H4 1.442 2.929 0.232
H5 -0.508 2.074 -1.086
H6 -3.258 -0.537 -3.228
H7 -4.947 -0.852 -2.685
H8 -4.600 0.558 -3.689
H9 -5.944 0.879 -0.966
H10 -4.705 2.376 0.944
H11 -3.187 3.197 2.117
H12 -1.249 4.039 3.455
Cl1 -0.651 -0.670 -1.400
C12 1.004 -1.755 -1.644
Cl2 1.927 -0.934 -2.942
C13 2.050 -1.688 -0.466
O2 2.086 -0.696 0.231
C14 3.063 -2.840 -0.317
C15 2.802 -4.120 -0.885
C16 3.720 -5.165 -0.603
C17 4.841 -4.896 0.156
C18 5.035 -3.582 0.638
N3 4.151 -2.610 0.411
C19 1.596 -4.223 -1.678
Cl3 1.214 -5.804 -2.273
C20 0.769 -3.160 -1.978
H13 3.535 -6.175 -0.970
H14 5.581 -5.658 0.411
H15 5.917 -3.335 1.234
H16 -0.058 -3.347 -2.640

Q: Number 5 is which compound?
A: C20H16Cl3N3O2

Repeat the first record exactly.
This record from the OMol25 dataset describes a 2-piece molecular cluster, C2H6BrO2P overall. The level of theory is ωB97M-V/def2-TZVPD.

Results
Frontier orbital gap (spin up / spin down): 10.14 / 4.00 eV
HOMO energy (spin up / spin down): -10.9467 / -8.0540 eV
Maximum force: 3.127 eV/Å
Energy relative to the best compared isomer or geometry (same formula, charge and spin): 89.0 kcal per mole
Total energy: -85595.184 eV

Positions of all 12 atoms, in Å:
C1 -0.334 -1.593 -0.594
C2 0.201 1.440 0.359
O1 -2.609 1.252 0.819
O2 -1.359 -0.820 -0.039
P1 -1.521 0.810 -0.042
Br1 4.540 -0.222 0.433
H1 -0.761 -2.031 -1.506
H2 0.029 -2.262 0.102
H3 0.360 -0.896 -0.861
H4 0.680 0.729 -0.196
H5 0.563 2.416 0.166
H6 0.211 1.178 1.360